Entry 1:
DFT (ωB97M-V/def2-TZVPD) results for C9H15NO3 in the gas phase at a distorted geometry.

Element x y z (Å)
1 C 2.286773 -1.583571 1.425068
2 N 2.043178 -1.420161 -0.049800
3 O 3.095407 -1.390365 -0.765580
4 C 0.863911 -1.489043 -0.582326
5 C -0.432821 -0.999583 -0.125828
6 C -1.603327 -1.974723 -0.686624
7 C -0.629691 -0.659623 1.324419
8 O -0.620392 0.246086 -0.986453
9 C -0.596273 1.582500 -0.541302
10 C -1.879750 2.299975 -0.784634
11 C 0.591380 2.433479 -0.979914
12 C 0.360726 2.103592 0.470460
13 O 0.819385 2.042966 1.541772
14 H 3.228341 -2.069735 1.559700
15 H 2.326454 -0.576350 1.765024
16 H 1.474455 -2.039112 1.902419
17 H 0.903931 -1.282481 -1.653417
18 H -2.523089 -1.700694 -0.220677
19 H -1.330472 -2.995996 -0.541325
20 H -1.808243 -1.876220 -1.736871
21 H 0.046770 0.105630 1.703492
22 H -0.613031 -1.518716 2.111560
23 H -1.668243 -0.216250 1.403002
24 H -2.724244 2.075167 -0.184720
25 H -2.033892 2.113441 -1.919713
26 H -1.633689 3.352447 -0.606910
27 H 0.517427 3.419895 -1.418574
28 H 1.539020 2.017447 -1.422250

Cartesian forces (eV/Å) of the 3 atoms listed first:
C 0.105 1.277 -1.577
N 0.642 -1.410 0.445
O -0.157 0.113 0.473

The largest force on an atom is 3.5 eV/A. As for the SMILES: C/[N+]([O-])=C\C(C)(C)O[C@]1(C)CC1=O. The value obtained for the orbital gap (spin up / spin down) is 0.338 / 0.338 hartree. The relative energy (zero: lowest compared OMol25 entry of this formula, charge and spin) comes out at 7.278 eV.

Entry 2:
DFT (ωB97M-V/def2-TZVPD) results for C21H15ClN3OPdS as an isolated structure.

Element x y z (Å)
1 Pd 0.852559 -0.439089 0.257030
2 Cl -4.888036 3.955459 -1.348272
3 C -3.382147 3.274187 -0.924336
4 C -2.414952 4.078177 -0.286012
5 C -1.221587 3.528904 0.053495
6 C -0.906264 2.140377 -0.210014
7 O 0.198347 1.704126 0.172952
8 C -1.922012 1.340871 -0.896460
9 C -1.776635 -0.051334 -1.295658
10 N -0.723766 -0.764292 -1.166692
11 C -0.709706 -2.084130 -1.686032
12 C -1.434414 -2.474810 -2.782376
13 C -1.391012 -3.805465 -3.241887
14 C -0.618236 -4.732298 -2.605726
15 C 0.175948 -4.356068 -1.497232
16 C 1.016762 -5.266113 -0.814492
17 C 1.776086 -4.829503 0.229103
18 C 1.715219 -3.469494 0.588565
19 N 0.942149 -2.603699 -0.017441
20 C 0.152995 -3.022448 -1.047191
21 C -3.126361 1.937183 -1.219205
22 H -2.641524 5.114747 -0.078682
23 H -0.452365 4.104868 0.550465
24 H -2.673138 -0.484247 -1.743391
25 H -2.029178 -1.753388 -3.326967
26 H -1.975134 -4.083196 -4.108203
27 H -0.587790 -5.758310 -2.949037
28 H 1.046977 -6.300172 -1.134133
29 H 2.429424 -5.494658 0.774733
30 H 2.324842 -3.084219 1.397745
31 H -3.893569 1.361213 -1.720682
32 S 2.645131 -0.215821 1.864495
33 C 2.337913 1.389374 2.352652
34 N 3.055931 2.389689 1.782469
35 C 2.918441 3.704404 2.068924
36 C 2.009793 4.103546 2.998570
37 C 1.239726 3.112901 3.637213
38 C 1.398498 1.789936 3.324853
39 H 3.726993 2.095137 1.082703
40 H 3.566838 4.378313 1.528917
41 H 1.903184 5.149703 3.240290
42 H 0.516852 3.401867 4.389045
43 H 0.817219 1.017776 3.805899

Cartesian forces (eV/Å) of the 3 atoms listed first:
Pd 0.028 0.036 0.048
Cl -0.001 -0.003 -0.002
C 0.002 -0.001 -0.003

The largest force on an atom is 0.1 eV/A. Its multiplicity is 3. Its total charge is +1. The value obtained for the orbital gap (spin up / spin down) is 0.229 / 0.186 hartree. The relative energy (zero: lowest compared OMol25 entry of this formula, charge and spin) comes out at 0.000 eV. As for the expectation value of S²: 2.06.

Entry 3:
DFT (ωB97M-V/def2-TZVPD) results for C7H18ClGdI2O4P2 as an isolated structure at a distorted geometry.

Element x y z (Å)
1 I -2.081340 -1.283035 -0.312915
2 I -2.363812 2.003829 -0.757128
3 Gd 1.160923 0.031149 0.698802
4 P 0.357949 0.147582 -2.351266
5 C -1.090232 0.056630 -3.486731
6 C 1.234889 1.446924 -3.308941
7 H 2.158779 -1.472379 -2.569736
8 H 1.378086 -1.133535 -4.154612
9 H 0.562954 -2.184724 -2.946260
10 C 1.204086 -1.307149 -3.081067
11 H 2.200507 1.654141 -2.834027
12 H 1.385028 1.112761 -4.345964
13 H -0.755824 0.006119 -4.534419
14 H -1.718432 0.940005 -3.340615
15 H 0.622174 2.355221 -3.296986
16 H -1.679181 -0.829945 -3.242840
17 C -4.089544 0.387887 -0.032628
18 O -5.151201 0.387550 0.421400
19 Cl 3.516586 0.564076 0.241345
20 C -0.442926 2.267833 3.213700
21 O 0.166203 1.050997 2.610691
22 P -0.393734 -0.498167 3.239719
23 O 0.038639 -0.465766 4.774918
24 C 1.161226 0.253750 5.361613
25 O 1.005499 -1.415520 2.492338
26 C 2.016907 -2.142069 3.254480
27 H -1.034705 2.744742 2.421470
28 H 0.348716 2.931209 3.573266
29 H -1.102607 1.996513 4.054519
30 H 1.599064 1.016510 4.708288
31 H 0.770854 0.732015 6.255484
32 H 1.915161 -0.462780 5.684382
33 H 2.933329 -1.551237 3.149809
34 H 1.704592 -2.263860 4.306504
35 H 2.119787 -3.121974 2.774705

Cartesian forces (eV/Å) of the 3 atoms listed first:
I 0.593 -0.625 0.391
I 0.439 0.578 0.161
Gd 0.300 0.417 -1.441

The largest force on an atom is 4.6 eV/A. Its multiplicity is 8. Its total charge is +2. The value obtained for the orbital gap (spin up / spin down) is 0.199 / 0.232 hartree. The relative energy (zero: lowest compared OMol25 entry of this formula, charge and spin) comes out at 0.066 eV. As for the expectation value of S²: 15.97.

Entry 4:
DFT (ωB97M-V/def2-TZVPD) results for a 3-piece molecular cluster, C18H18ClIO8Si overall at a distorted geometry.

Element x y z (Å)
1 O -2.038029 -6.049626 3.783415
2 C -1.138479 -5.336223 3.383062
3 C 0.176687 -5.828277 3.009807
4 C 1.115162 -4.967972 2.593756
5 O 2.334734 -5.349627 2.236741
6 C 0.853366 -3.489464 2.500510
7 O 1.766485 -2.773766 2.129824
8 C -0.468264 -2.998860 2.851698
9 C -1.408041 -3.860332 3.265296
10 O -2.633419 -3.482248 3.600121
11 H 0.355169 -6.891608 3.082403
12 H 2.807863 -4.534375 1.982765
13 H -0.654040 -1.936886 2.766596
14 H -3.103593 -4.297088 3.861792
15 O -3.177009 5.216116 -6.154718
16 C -2.415824 4.297076 -5.920993
17 C -1.280776 4.398423 -5.019207
18 C -0.484170 3.338392 -4.833024
19 O 0.567479 3.360078 -4.022890
20 C -0.723014 2.029908 -5.534788
21 O 0.057014 1.120689 -5.325042
22 C -1.870606 1.921611 -6.418973
23 C -2.669768 2.980567 -6.603449
24 O -3.734373 2.951151 -7.394506
25 H -1.116426 5.343295 -4.521031
26 H 0.964061 2.468513 -4.078670
27 H -2.042849 0.972351 -6.905778
28 H -4.127564 3.843517 -7.347814
29 C 4.598574 0.157017 2.391501
30 C 3.494966 0.575059 1.686964
31 C 2.807547 1.868682 2.079121
32 Si 0.995957 1.869202 1.597685
33 Cl 0.141076 3.363839 2.755960
34 I 0.697060 2.523036 -0.751586
35 C 0.261492 0.189606 1.940714
36 C -1.247423 0.165871 1.855357
37 C -1.948920 0.850187 2.801944
38 H 4.543047 -0.730661 3.015064
39 H 5.524950 0.722076 2.364506
40 H 3.131511 0.026876 0.821542
41 H 2.841752 1.951875 3.160646
42 H 3.269170 2.767995 1.649561
43 H 0.546973 -0.107564 2.958044
44 H 0.689713 -0.524727 1.236276
45 H -1.779971 -0.348554 1.062205
46 H -1.828661 0.653329 3.860585
47 H -2.612920 1.642025 2.468568

Cartesian forces (eV/Å) of the 3 atoms listed first:
O -0.204 0.151 0.033
C 0.346 -0.298 -0.084
C -0.151 -0.062 0.062

The largest force on an atom is 2.1 eV/A. As for the SMILES: O=C1C=C(O)C(=O)C=C1O.O=C1C=C(O)C(=O)C=C1O.C=CC[Si](Cl)(I)CC=C. The value obtained for the orbital gap is 0.234 hartree.

Entry 5:
DFT (ωB97M-V/def2-TZVPD) results for C4H7NO in the gas phase.

Element x y z (Å)
1 C -1.243699 -0.861343 -0.441567
2 C 0.234545 -0.534232 -0.326615
3 C 0.568698 0.951773 -0.579085
4 N 0.774989 1.523737 0.755051
5 C 0.814414 0.531004 1.539199
6 O 0.638755 -0.718366 1.055114
7 H -1.439563 -1.905183 -0.178602
8 H -1.818153 -0.218746 0.235548
9 H -1.595525 -0.686637 -1.464371
10 H 0.839316 -1.213965 -0.932840
11 H 1.484869 1.080836 -1.168858
12 H -0.241709 1.469232 -1.104381
13 H 0.983064 0.581890 2.611405

Cartesian forces (eV/Å) of the 3 atoms listed first:
C -0.050 0.008 -0.006
C -0.076 -0.001 -0.192
C -0.020 -0.058 -0.299

The largest force on an atom is 0.4 eV/A. As for the SMILES: C[C@H]1CN=CO1. The value obtained for the orbital gap is 0.389 hartree. The relative energy (zero: lowest compared OMol25 entry of this formula, charge and spin) comes out at 0.953 eV.

Entry 6:
DFT (ωB97M-V/def2-TZVPD) results for a 2-piece molecular cluster, C12H21BF4N3O4 overall at a distorted geometry.

Element x y z (Å)
1 C 2.430725 -1.673918 2.507263
2 C 3.566694 -0.643007 2.126338
3 O 3.814145 0.220060 2.921971
4 O 4.208509 -0.866671 0.923776
5 C 4.639288 0.342385 0.278198
6 C 3.623394 0.931139 -0.776917
7 C 2.098312 0.785310 -0.400254
8 C 1.553714 -0.595357 -0.941892
9 C -0.020492 -0.513706 -1.227117
10 C -0.838974 -0.864199 0.070411
11 C -2.301371 -1.299997 -0.347684
12 C -3.397207 -0.205471 -0.062126
13 N -2.861331 1.168246 0.046723
14 C -1.791191 1.156940 0.999953
15 N -1.750903 2.131941 1.869466
16 C -0.737681 2.231825 2.942626
17 O -0.519185 1.327694 3.758265
18 O -0.093779 3.341012 3.027443
19 N -0.781657 0.178960 1.124982
20 H 1.449696 -1.169047 2.672477
21 H 2.753407 -2.090738 3.503928
22 H 2.398345 -2.545348 1.807096
23 H 5.572579 0.074279 -0.298428
24 H 4.939699 1.167881 0.967513
25 H 3.835498 2.041027 -0.832697
26 H 3.858267 0.526348 -1.796797
27 H 1.907294 0.966060 0.687924
28 H 1.549290 1.590680 -0.969646
29 H 1.706705 -1.452767 -0.238468
30 H 2.067831 -0.866861 -1.907659
31 H -0.210411 -1.325370 -1.988815
32 H -0.314825 0.446501 -1.722584
33 H -0.348139 -1.782227 0.507244
34 H -2.279751 -1.443223 -1.466316
35 H -2.599596 -2.292849 0.077314
36 H -4.011618 -0.534114 0.813064
37 H -4.083744 -0.215411 -0.955904
38 H -2.596589 1.562822 -0.857849
39 H -2.447050 2.881654 1.837139
40 H -0.848353 -0.302306 2.033240
41 B -4.630956 -0.478562 -4.146627
42 F -5.245923 -1.671522 -3.677956
43 F -4.192367 -0.660133 -5.483166
44 F -5.561884 0.592285 -4.089284
45 F -3.508415 -0.172245 -3.316167

Cartesian forces (eV/Å) of the 3 atoms listed first:
C 1.386 -0.598 0.094
C -1.400 -1.039 0.917
O 0.456 0.120 -0.936

The largest force on an atom is 6.3 eV/A. Its total charge is -1. The value obtained for the orbital gap is 0.317 hartree.

The highest largest force on an atom belongs to which entry? C12H21BF4N3O4

What is the formula in the first record? C9H15NO3

The lowest largest force on an atom belongs to which entry? C21H15ClN3OPdS

Look up the largest force on an atom of the fourth one. 2.1 eV/A